No. 1
109
Properties=species:S:1:pos:R:3:mulliken_spin:R:1 method="wB97M-V/def2-TZVPD" total_charge=+1 spin_multiplicity=2 s_squared=0.759 e_above_lowest_kj_mol=159.5 e_lumo_ev="-3.4 / -4.8" orbital_gap_ev="6.82 / 5.35"
Ti -0.537 -0.510 -0.079 0.2181
C -1.581 -0.099 -4.621 0.0042
C -1.400 0.265 -3.272 0.0085
N -1.392 -0.617 -2.300 0.0018
C -1.564 -1.928 -2.613 -0.0199
C -1.668 -2.398 -3.927 0.0009
C -1.692 -1.423 -4.950 0.0060
C -1.730 -3.800 -4.134 0.0026
C -1.679 -4.647 -3.064 -0.0023
C -1.605 -4.166 -1.732 0.0060
C -1.588 -2.816 -1.508 -0.0052
N -1.543 -2.152 -0.272 -0.0460
C -2.237 -2.622 0.844 0.0167
C -3.143 -3.652 0.917 0.0073
C -3.735 -4.004 2.155 -0.0009
C -3.436 -3.344 3.310 -0.0019
C -2.553 -2.233 3.263 -0.0022
C -2.230 -1.442 4.387 0.0074
C -1.427 -0.344 4.247 -0.0045
C -0.954 -0.022 2.969 0.0150
N -1.221 -0.754 1.905 -0.0370
C -2.001 -1.867 2.031 0.0156
H -1.606 0.674 -5.375 -0.0011
H -1.251 1.302 -2.993 -0.0040
H -1.796 -1.732 -5.982 0.0011
H -1.799 -4.186 -5.142 0.0004
H -1.700 -5.716 -3.225 -0.0007
H -1.563 -4.865 -0.911 0.0008
H -3.412 -4.218 0.039 0.0000
H -4.433 -4.831 2.167 -0.0004
H -3.875 -3.632 4.255 0.0006
H -2.637 -1.707 5.355 -0.0001
H -1.173 0.295 5.079 0.0007
H -0.346 0.863 2.818 0.0034
C -4.021 0.643 -1.128 0.0006
Ge -2.487 1.321 -0.097 -0.0111
C -3.292 1.719 1.649 -0.0101
C -4.162 0.779 2.206 0.0009
C -4.762 0.988 3.438 0.0006
C -4.498 2.150 4.151 0.0011
C -3.651 3.105 3.607 -0.0006
C -3.063 2.891 2.367 -0.0064
C -1.905 2.994 -0.957 -0.0058
C -2.552 3.408 -2.095 -0.0029
C -2.144 4.549 -2.823 0.0011
C -1.068 5.275 -2.406 0.0052
C -0.373 4.909 -1.226 -0.0023
C 0.720 5.677 -0.753 0.0041
C 1.357 5.354 0.410 0.0019
C 0.931 4.231 1.151 0.0066
C -0.105 3.463 0.702 -0.0055
C -0.796 3.773 -0.496 -0.0057
H -4.901 1.234 -0.872 -0.0010
H -4.221 -0.399 -0.868 0.0001
H -3.864 0.684 -2.204 -0.0005
H -4.401 -0.133 1.666 -0.0004
H -5.441 0.245 3.840 -0.0002
H -4.965 2.319 5.112 0.0001
H -3.463 4.028 4.140 -0.0004
H -2.428 3.667 1.954 0.0004
H -3.411 2.861 -2.466 -0.0006
H -2.694 4.842 -3.708 -0.0008
H -0.745 6.153 -2.952 0.0004
H 1.032 6.542 -1.327 0.0003
H 2.186 5.952 0.767 -0.0004
H 1.437 3.978 2.075 -0.0024
H -0.426 2.605 1.284 0.0027
C 0.746 -4.448 2.080 -0.0008
O 0.991 -3.379 1.149 0.0052
C 1.333 -2.202 1.708 0.0147
O 1.404 -2.033 2.902 0.0165
C 1.463 -1.136 0.694 -0.0409
C 1.787 -1.444 -0.660 0.3580
As 3.479 -2.338 -1.159 -0.0329
C 3.947 -3.222 0.520 -0.0037
C 4.308 -0.544 -0.767 0.0398
C 3.900 0.429 0.045 0.0164
As 2.314 0.606 1.224 0.1179
C 3.262 0.195 2.883 -0.0013
C 4.759 1.663 0.208 0.0005
O 5.739 1.644 0.903 -0.0008
O 4.345 2.797 -0.363 0.0024
C 3.381 2.747 -1.430 -0.0018
C 5.419 -0.265 -1.748 0.0053
O 5.151 0.267 -2.797 0.0027
O 6.655 -0.674 -1.493 0.0023
C 7.051 -1.083 -0.173 0.0005
C 1.451 -0.428 -1.646 0.2250
O 0.729 0.559 -1.315 0.0825
O 1.927 -0.605 -2.849 0.0235
C 1.908 0.482 -3.809 -0.0051
H 0.741 -5.358 1.487 0.0004
H -0.224 -4.302 2.556 0.0009
H 1.524 -4.480 2.840 0.0003
H 3.347 -4.122 0.628 -0.0004
H 3.844 -2.585 1.397 0.0019
H 4.990 -3.521 0.411 -0.0010
H 3.837 -0.724 2.817 0.0002
H 2.551 0.121 3.701 -0.0007
H 3.936 1.038 3.045 0.0065
H 3.451 3.711 -1.926 -0.0009
H 2.373 2.614 -1.036 0.0018
H 3.645 1.957 -2.131 0.0001
H 7.904 -1.739 -0.317 0.0001
H 6.251 -1.615 0.339 -0.0003
H 7.325 -0.206 0.408 -0.0001
H 2.945 0.787 -3.933 0.0029
H 1.281 1.292 -3.447 0.0009
H 1.511 0.065 -4.730 0.0016

No. 2
104
Properties=species:S:1:pos:R:3:lowdin_charge:R:1 method="wB97M-V/def2-TZVPD" spin_multiplicity=1 e_lumo_ev=0.5 orbital_gap_ev=8.21
Ni 0.229 -0.244 0.885 0.5194
C 4.330 -4.591 -2.397 -0.0387
C 4.334 -5.023 -0.957 -0.2124
C 5.050 -6.135 -0.537 -0.0453
C 5.055 -6.537 0.791 -0.0866
C 4.351 -5.800 1.729 -0.0818
C 3.642 -4.674 1.339 -0.0313
C 3.614 -4.296 0.000 -0.1940
N 2.907 -3.156 -0.453 0.1474
C 1.857 -2.543 0.200 -0.3362
N 0.992 -3.392 0.780 0.1511
C -0.144 -3.075 1.554 -0.1958
C -0.582 -1.760 1.674 -0.1055
C -1.676 -1.567 2.530 -0.1102
C -2.320 -2.613 3.166 -0.0873
C -1.885 -3.916 2.964 -0.0628
C -0.785 -4.168 2.165 -0.2247
C -0.290 -5.577 1.966 -0.0473
N 1.674 -1.254 0.149 0.0897
C 2.615 -0.552 -0.682 -0.2541
C 3.839 -0.138 -0.177 -0.0291
C 4.758 0.484 -1.010 -0.0694
C 4.451 0.687 -2.347 -0.0876
C 3.226 0.264 -2.848 -0.0467
C 2.293 -0.366 -2.031 -0.2127
C 0.982 -0.857 -2.577 -0.0185
H 4.859 -5.314 -3.015 0.0778
H 4.822 -3.623 -2.529 0.0852
H 3.311 -4.489 -2.775 0.0841
H 5.608 -6.702 -1.273 0.1109
H 5.614 -7.414 1.090 0.1022
H 4.364 -6.085 2.772 0.1052
H 3.128 -4.077 2.081 0.1197
H 3.429 -2.538 -1.057 0.1259
H 1.238 -4.365 0.709 0.1090
H -2.038 -0.562 2.699 0.0850
H -3.164 -2.416 3.816 0.0997
H -2.392 -4.745 3.443 0.1054
H -0.935 -6.280 2.489 0.0775
H 0.725 -5.718 2.352 0.0778
H -0.284 -5.868 0.910 0.0838
H 4.044 -0.274 0.876 0.1252
H 5.703 0.821 -0.606 0.1082
H 5.162 1.174 -3.001 0.1011
H 2.989 0.416 -3.894 0.1090
H 0.919 -0.680 -3.650 0.0815
H 0.148 -0.341 -2.096 0.0586
H 0.849 -1.927 -2.395 0.0812
C -0.780 5.928 -0.847 -0.0235
C -0.106 5.926 0.496 -0.1915
C -0.485 6.810 1.491 -0.0743
C 0.152 6.800 2.723 -0.6743
Cl -0.354 7.927 3.955 0.6323
C 1.172 5.910 2.981 -0.0997
C 1.568 5.014 1.994 0.0149
C 0.934 5.026 0.757 -0.2157
O 1.253 4.201 -0.284 -0.0594
C 2.355 3.305 -0.151 -0.0758
C 2.085 2.138 0.817 -0.6255
O 2.848 1.950 1.760 0.0277
O 1.031 1.486 0.526 -0.0919
H -1.611 6.631 -0.858 0.0781
H -1.160 4.935 -1.096 0.0627
H -0.079 6.207 -1.636 0.0889
H -1.286 7.515 1.308 0.1083
H 1.656 5.902 3.948 0.1065
H 2.346 4.298 2.212 0.1061
H 3.261 3.837 0.146 0.1326
H 2.486 2.887 -1.150 0.1225
O -1.406 0.822 1.024 -0.3450
P -2.545 0.932 0.047 0.8535
C -3.491 -0.589 -0.129 -0.2741
C -2.837 -1.705 -0.656 -0.0832
C -3.489 -2.923 -0.721 -0.0623
C -4.800 -3.032 -0.273 -0.0721
C -5.459 -1.924 0.237 -0.0717
C -4.804 -0.701 0.311 -0.0600
C -2.010 1.398 -1.604 -0.2732
C -0.924 2.269 -1.695 -0.0716
C -0.470 2.669 -2.943 -0.0595
C -1.093 2.203 -4.092 -0.0731
C -2.174 1.335 -4.002 -0.0770
C -2.635 0.930 -2.759 -0.0814
C -3.660 2.214 0.626 -0.2762
C -3.539 2.657 1.940 -0.0525
C -4.389 3.647 2.412 -0.0657
C -5.352 4.193 1.576 -0.0755
C -5.467 3.758 0.262 -0.0752
C -4.619 2.773 -0.216 -0.0763
H -1.810 -1.621 -0.991 0.1025
H -2.973 -3.790 -1.113 0.1082
H -5.308 -3.987 -0.320 0.1051
H -6.479 -2.010 0.585 0.1049
H -5.314 0.158 0.728 0.1048
H -0.409 2.591 -0.798 0.0876
H 0.376 3.341 -3.007 0.1117
H -0.734 2.515 -5.065 0.1049
H -2.654 0.969 -4.901 0.1038
H -3.467 0.240 -2.687 0.1073
H -2.768 2.238 2.574 0.1109
H -4.290 3.999 3.431 0.1081
H -6.010 4.969 1.946 0.1051
H -6.210 4.195 -0.392 0.1049
H -4.696 2.445 -1.247 0.1096